(1)
Entry from the Open Molecules 2025 dataset: a 2-piece molecular cluster, C6H14O3 overall (wB97M-V/def2-TZVPD).

Summary:
HOMO = -9.43 eV
SMILES string = CC(=O)C(C)(C)O.CO

Positions of all 23 atoms, in Å:
C: -0.322 -0.775 -0.564
C: -0.643 -0.889 -2.063
C: 0.737 -1.818 -0.207
O: -1.496 -1.015 0.182
H: -1.990 -0.177 0.198
H: 0.017 -0.182 1.201
H: 0.244 -0.736 -2.675
H: 0.319 -2.814 -0.355
H: -1.049 -1.880 -2.266
H: -1.398 -0.163 -2.362
H: 1.036 -1.757 0.837
H: 1.637 -1.678 -0.801
C: -0.483 1.089 2.758
C: 1.290 1.407 -0.930
C: -0.009 0.941 -0.357
O: 0.481 0.467 1.934
O: -1.014 1.598 -0.256
H: 0.048 1.617 3.552
H: -1.078 1.801 2.176
H: -1.170 0.366 3.215
H: 1.354 1.183 -1.992
H: 1.366 2.486 -0.810
H: 2.119 0.927 -0.413



(2)
Entry from the Open Molecules 2025 dataset: a 3-piece molecular cluster, C6H14O3 overall (wB97M-V/def2-TZVPD).

Summary:
HOMO = -6.76 eV

Positions of all 23 atoms, in Å:
C: -0.096 0.195 1.101
C: -0.621 -0.237 -0.139
C: 1.746 0.485 -0.048
C: -2.375 -0.723 0.856
C: -0.290 -1.543 -0.793
C: 1.965 1.104 -1.410
O: 0.272 -0.687 2.042
O: -0.382 1.423 1.573
O: -1.138 0.781 -0.941
H: -0.998 1.843 0.947
H: 0.486 -0.206 2.854
H: -0.412 1.154 -1.463
H: 2.143 1.129 0.739
H: 2.224 -0.490 0.051
H: -2.236 -1.706 1.302
H: -2.716 0.015 1.580
H: -3.039 -0.746 -0.005
H: 0.416 -1.397 -1.611
H: 0.148 -2.233 -0.073
H: -1.197 -1.986 -1.209
H: 1.654 0.436 -2.222
H: 1.424 2.051 -1.522
H: 3.022 1.336 -1.610



What should be chosen as the least stable of them? Choose (2).



(1)
Entry from the Open Molecules 2025 dataset: the molecule F2HNOS (wB97M-V/def2-TZVPD).

Summary:
HOMO = -12.27 eV
SMILES string = N=S(=O)(F)F

Positions of all 6 atoms, in Å:
N: 1.184 -0.593 0.078
O: -1.412 -1.021 0.030
F: -0.545 0.857 -1.101
F: -0.512 0.868 1.298
S: -0.247 -0.238 0.088
H: 1.531 0.127 -0.393



(2)
Entry from the Open Molecules 2025 dataset: a 2-piece molecular cluster, F2HNOS overall (wB97M-V/def2-TZVPD).

Summary:
HOMO (alpha / beta) = -11.08 / -11.08 eV

Positions of all 6 atoms, in Å:
N: -0.370 0.395 -0.112
O: -2.654 -2.359 0.260
F: -2.422 1.128 -1.188
F: -2.321 1.270 1.025
S: -1.870 0.148 -0.069
H: 0.220 -0.215 0.313



(3)
Entry from the Open Molecules 2025 dataset: a 2-piece molecular cluster, F2HNOS overall (wB97M-V/def2-TZVPD).

Summary:
HOMO (alpha / beta) = -11.37 / -11.66 eV

Positions of all 6 atoms, in Å:
N: 1.904 -0.736 0.308
O: -0.736 1.287 -0.866
F: -1.846 0.312 1.142
F: -1.236 -1.133 -0.662
S: -0.581 0.216 0.046
H: 2.494 0.054 0.032



What should be chosen as the least stable of them? Choose (2).



(1)
Entry from the Open Molecules 2025 dataset: the molecule CH3NOP2S (wB97M-V/def2-TZVPD).

Summary:
HOMO = -8.92 eV
SMILES string = C1N=POPS1

Positions of all 9 atoms, in Å:
C: 0.642 0.306 -1.142
N: 1.296 0.911 -0.102
O: -0.435 0.177 1.793
P: 0.982 0.950 1.435
P: -1.662 -0.551 1.022
S: -1.238 -0.010 -1.047
H: 0.795 0.847 -1.966
H: 0.863 -0.775 -1.149
H: -1.244 -1.855 1.156



(2)
Entry from the Open Molecules 2025 dataset: the molecule CH3NOP2S (wB97M-V/def2-TZVPD).

Summary:
HOMO (alpha / beta) = -8.79 / -7.91 eV

Positions of all 9 atoms, in Å:
C: -0.757 0.768 0.926
N: -1.711 -0.005 0.658
O: 1.033 -0.240 -0.572
P: 0.382 1.261 -0.377
P: 1.944 -1.233 0.330
S: -2.208 -0.920 -0.531
H: -0.653 1.216 1.911
H: -0.509 0.875 -1.555
H: 2.480 -1.721 -0.788



What should be chosen as the least stable of them? Choose (2).



(1)
Entry from the Open Molecules 2025 dataset: the molecule C2H4F3N (wB97M-V/def2-TZVPD).

Summary:
HOMO = -11.04 eV
SMILES string = C[C@H](F)N(F)F

Positions of all 10 atoms, in Å:
C: -1.109 0.150 0.294
C: 0.168 -0.418 -0.235
N: 1.321 0.133 0.406
F: 0.200 -1.801 -0.052
F: 2.369 -0.258 -0.238
F: 1.187 1.475 0.068
H: -0.969 0.607 1.338
H: -1.398 0.930 -0.384
H: -1.903 -0.631 0.219
H: 0.133 -0.188 -1.416



(2)
Entry from the Open Molecules 2025 dataset: C2H4F3N as an isolated structure (wB97M-V/def2-TZVPD).

Summary:
HOMO = -9.40 eV

Positions of all 10 atoms, in Å:
C: 0.607 -1.383 -0.374
C: 2.222 -0.256 -0.526
N: 0.461 -1.944 0.950
F: -0.311 -0.502 -0.657
F: 2.525 -0.189 0.836
F: 1.831 0.932 -0.875
H: 0.529 -2.145 -1.212
H: 3.033 -0.603 -1.204
H: 0.693 -1.121 1.598
H: 1.084 -2.692 1.266



What should be chosen as the least stable of them? Choose (1).



(1)
Entry from the Open Molecules 2025 dataset: CHI2NO as an isolated structure (wB97M-V/def2-TZVPD).

Summary:
HOMO = -9.71 eV

Positions of all 6 atoms, in Å:
C: -0.024 0.438 0.026
N: 0.072 -1.061 -0.123
O: -0.965 -1.629 -0.368
I: 1.648 0.924 -1.258
I: 0.179 0.591 2.089
H: -0.909 0.738 -0.366



(2)
Entry from the Open Molecules 2025 dataset: the molecule CHI2NO (wB97M-V/def2-TZVPD).

Summary:
HOMO = -8.14 eV

Positions of all 6 atoms, in Å:
C: -0.941 -0.092 0.505
N: 1.518 -0.049 -0.029
O: -1.309 0.475 -0.442
I: 0.492 -1.778 0.049
I: 1.184 1.121 -1.714
H: -0.945 0.322 1.631



What should be chosen as the least stable of them? Choose (2).



(1)
Entry from the Open Molecules 2025 dataset: an isolated ion of composition C3H10N5 and charge +1 (wB97M-V/def2-TZVPD).

Summary:
HOMO (alpha / beta) = -11.90 / -11.75 eV
charge = +1

Positions of all 18 atoms, in Å:
C: 0.637 -1.477 0.115
C: 0.991 -0.234 1.108
C: -0.649 1.049 0.000
N: -2.550 1.803 -1.055
N: -1.883 1.627 -0.001
N: -0.403 -0.950 -0.843
N: -0.048 -0.728 -2.050
N: -0.230 0.568 1.308
H: 1.545 -1.814 -0.401
H: 0.203 -2.284 0.775
H: 1.234 -0.443 2.116
H: 1.673 0.505 0.639
H: 0.060 1.776 -0.429
H: -3.386 2.254 -0.903
H: 0.929 -0.475 -2.277
H: -0.741 -0.397 -2.796
H: -0.945 0.045 1.785
H: -0.055 1.393 1.988



(2)
Entry from the Open Molecules 2025 dataset: a 2-piece molecular cluster, C3H10N5 overall (wB97M-V/def2-TZVPD).

Summary:
HOMO (alpha / beta) = -13.83 / -13.90 eV
charge = +1

Positions of all 18 atoms, in Å:
C: 0.282 -0.766 0.194
C: -2.946 1.343 1.284
C: 1.211 1.465 0.295
N: -0.357 -2.819 -0.640
N: 2.089 -0.446 -1.042
N: 1.688 -1.692 -1.364
N: 1.230 0.087 -0.058
N: 0.463 -1.903 -0.577
H: -2.087 0.776 1.667
H: -3.505 1.811 2.107
H: -3.718 0.734 0.702
H: -2.491 2.082 0.721
H: 0.352 1.927 -0.253
H: 0.855 1.403 1.301
H: 2.191 1.871 0.246
H: -0.128 -3.568 -1.298
H: 3.039 -0.093 -1.050
H: 1.831 -2.212 -2.234



(3)
Entry from the Open Molecules 2025 dataset: an isolated ion of composition C3H10N5 and charge +1 (wB97M-V/def2-TZVPD).

Summary:
HOMO (alpha / beta) = -12.39 / -12.39 eV
charge = +1
SMILES string = NC(N)/C=C\NN=[NH2+]

Positions of all 18 atoms, in Å:
C: -0.890 -0.558 1.082
C: -1.769 -0.359 0.094
C: 0.616 -0.145 1.223
N: -1.390 0.244 -1.130
N: 1.236 -0.509 -0.062
N: 1.191 -0.859 2.339
N: -0.159 1.749 -2.289
N: -0.499 1.156 -1.220
H: -1.099 -1.192 1.954
H: -2.842 -0.858 -0.021
H: 0.661 0.958 1.095
H: -1.852 -0.167 -1.882
H: 1.694 -1.457 0.024
H: 1.162 -1.819 2.334
H: 2.179 -0.594 2.543
H: 0.541 2.561 -2.381
H: -0.716 1.749 -3.204
H: 1.937 0.100 -0.498



What should be chosen as the least stable of them? Choose (2).



(1)
Entry from the Open Molecules 2025 dataset: C5H5NS as an isolated structure (wB97M-V/def2-TZVPD).

Summary:
HOMO = -7.45 eV

Positions of all 12 atoms, in Å:
C: -0.031 1.942 0.974
C: 0.871 0.100 -2.501
C: -0.096 0.743 1.009
C: 0.235 -0.497 -1.570
C: -0.171 -0.671 0.781
N: -0.460 -1.038 -0.583
S: -0.323 1.506 -2.615
H: 0.295 2.961 0.685
H: 1.902 0.123 -3.021
H: 0.735 -1.129 1.006
H: -0.832 -1.309 1.302
H: -1.317 -1.524 -0.659



(2)
Entry from the Open Molecules 2025 dataset: the molecule C5H5NS (wB97M-V/def2-TZVPD).

Summary:
HOMO (alpha / beta) = -8.78 / -7.94 eV

Positions of all 12 atoms, in Å:
C: -0.173 1.709 -0.224
C: -2.224 1.473 -1.337
C: 0.439 0.585 -0.396
C: 0.764 -1.590 0.502
C: 1.108 -0.612 -0.319
N: -1.350 2.174 -0.743
S: -2.497 -0.227 -1.423
H: 0.149 2.266 0.693
H: -2.981 1.981 -1.974
H: 1.337 -2.506 0.603
H: -0.094 -1.622 1.045
H: 1.731 -0.799 -1.133



What should be chosen as the least stable of them? Choose (1).



(1)
Entry from the Open Molecules 2025 dataset: an isolated ion of composition C6H13N4 and charge +1 (wB97M-V/def2-TZVPD).

Summary:
HOMO = -13.14 eV
charge = +1
SMILES string = [H]/N=C1/C=C[C@H](N)[C@@](N)([NH3+])C1

Positions of all 23 atoms, in Å:
C: -2.259 0.224 0.103
C: -1.635 -0.615 0.924
C: -1.457 1.077 -0.737
C: 0.070 1.341 -0.452
C: -0.220 -0.819 1.147
C: 0.681 0.018 -0.261
N: -2.035 1.506 -1.742
N: 0.339 -0.287 2.360
N: 2.089 0.127 -0.258
N: 0.227 -0.849 -1.552
H: -3.257 0.272 0.081
H: -2.261 -1.131 1.578
H: 0.518 1.871 -1.218
H: 0.263 2.093 0.378
H: 0.255 -1.799 1.217
H: -1.475 2.009 -2.372
H: 0.177 0.695 2.352
H: 1.080 -0.841 2.699
H: 2.554 -0.424 0.447
H: 2.436 1.045 -0.269
H: 0.606 -0.680 -2.520
H: -0.876 -0.941 -1.599
H: 0.648 -1.690 -1.390



(2)
Entry from the Open Molecules 2025 dataset: an isolated ion of composition C6H13N4 and charge +1 (wB97M-V/def2-TZVPD).

Summary:
HOMO = -13.18 eV
charge = +1
SMILES string = Cn1cnn(C)c1=[N+](C)C

Positions of all 23 atoms, in Å:
C: -1.682 2.193 -0.075
C: -0.227 0.524 -0.172
C: -2.284 0.059 1.125
C: 1.284 1.748 -1.853
C: 0.553 -1.188 1.400
C: 1.146 -1.267 -0.925
N: -0.763 2.578 -0.897
N: -1.429 0.947 0.442
N: 0.119 1.608 -0.939
N: 0.298 -0.708 0.092
H: -2.564 2.708 0.015
H: -3.273 0.330 1.071
H: -2.129 -0.922 0.745
H: -1.910 0.062 2.103
H: 1.700 2.731 -1.643
H: 1.873 0.863 -1.745
H: 0.961 1.782 -2.946
H: -0.246 -1.110 2.167
H: 0.699 -2.286 1.312
H: 1.496 -0.828 1.795
H: 2.157 -1.435 -0.508
H: 0.849 -2.413 -1.174
H: 0.995 -0.681 -1.834



What should be chosen as the least stable of them? Choose (1).